Record 1
84
Properties=species:S:1:pos:R:3:lowdin_charge:R:1 method="wB97M-V/def2-TZVPD" de_lowest_ev=0.0969 total_charge=+1 homo_energy_ev=-10.9 orbital_gap_ha=0.284
Ta 0.296 -0.351 1.505 1.49
S -1.718 1.304 1.164 0.47
P -0.950 1.373 -0.704 0.51
C 0.433 0.409 -0.437 -0.73
P 1.426 -0.664 -1.313 0.53
S 1.958 -1.793 0.290 0.49
C 0.583 -1.584 -2.602 -0.35
C 0.187 -2.901 -2.397 -0.08
C -0.528 -3.564 -3.385 -0.06
C -0.855 -2.910 -4.563 -0.07
C -0.468 -1.590 -4.765 -0.07
C 0.255 -0.927 -3.789 -0.09
C 2.864 0.094 -2.081 -0.35
C 3.352 1.288 -1.552 -0.10
C 4.497 1.861 -2.082 -0.06
C 5.158 1.240 -3.134 -0.06
C 4.679 0.047 -3.657 -0.06
C 3.532 -0.530 -3.133 -0.07
C -2.085 0.701 -1.927 -0.33
C -2.549 -0.603 -1.742 -0.09
C -3.394 -1.170 -2.677 -0.07
C -3.782 -0.442 -3.796 -0.07
C -3.327 0.853 -3.980 -0.07
C -2.476 1.430 -3.045 -0.07
C -0.584 3.061 -1.206 -0.37
C -1.331 4.125 -0.709 -0.09
C -1.053 5.416 -1.134 -0.06
C -0.034 5.643 -2.050 -0.06
C 0.712 4.582 -2.546 -0.06
C 0.438 3.289 -2.125 -0.08
H 0.441 -3.405 -1.473 0.08
H -0.825 -4.594 -3.236 0.11
H -1.412 -3.430 -5.331 0.11
H -0.727 -1.082 -5.684 0.11
H 0.566 0.099 -3.953 0.11
H 2.826 1.763 -0.731 0.10
H 4.875 2.790 -1.675 0.11
H 6.052 1.689 -3.547 0.11
H 5.200 -0.433 -4.474 0.11
H 3.157 -1.459 -3.543 0.11
H -2.247 -1.167 -0.866 0.10
H -3.753 -2.181 -2.535 0.11
H -4.446 -0.888 -4.525 0.11
H -3.637 1.421 -4.847 0.11
H -2.126 2.444 -3.190 0.11
H -2.119 3.944 0.012 0.09
H -1.630 6.246 -0.749 0.11
H 0.180 6.652 -2.376 0.11
H 1.507 4.761 -3.257 0.11
H 1.027 2.461 -2.504 0.09
C 0.390 3.470 3.343 -0.06
C 1.153 2.811 2.225 -0.23
O 1.218 1.363 2.429 -0.26
H 0.358 4.546 3.171 0.09
H 0.872 3.301 4.307 0.09
H -0.632 3.094 3.383 0.07
H 2.184 3.159 2.158 0.13
H 0.671 2.937 1.261 0.07
H 1.729 1.125 3.220 0.10
Br -5.061 -2.318 6.559 0.78
C -4.289 -2.800 4.907 -0.67
C -4.759 -3.917 4.228 -0.10
C -4.195 -4.276 3.012 -0.05
C -3.166 -3.524 2.472 0.00
C -2.707 -2.407 3.165 -0.13
C -3.263 -2.036 4.387 -0.04
C -1.619 -1.601 2.616 -0.59
O -1.130 -0.602 3.207 -0.14
O -1.083 -1.892 1.468 -0.17
H -5.562 -4.502 4.653 0.11
H -4.563 -5.148 2.490 0.11
H -2.712 -3.792 1.528 0.12
H -2.892 -1.166 4.910 0.12
Br 4.659 -2.684 6.392 0.76
C 3.484 -2.080 5.044 -0.69
C 2.166 -2.503 5.040 -0.11
C 1.303 -2.041 4.055 -0.10
C 1.721 -1.170 3.041 -0.37
C 3.074 -0.796 3.072 -0.19
C 3.949 -1.223 4.061 -0.12
H 1.813 -3.181 5.805 0.11
H 0.279 -2.388 4.107 0.09
H 3.482 -0.169 2.284 0.09
H 4.983 -0.908 4.057 0.11


Record 2
89
Properties=species:S:1:pos:R:3:lowdin_charge:R:1 method="wB97M-V/def2-TZVPD" de_lowest_ev=0.0000 total_charge=-1 homo_energy_ev=-4.0 orbital_gap_ha=0.213
Rb 0.650 1.437 -0.821 0.81
Br -2.874 -4.911 5.507 0.71
C -1.137 -5.130 4.782 -0.69
C -0.346 -3.984 4.686 -0.13
C 0.931 -4.054 4.158 -0.02
C 1.425 -5.273 3.691 -0.30
C 0.666 -6.420 3.865 -0.05
C -0.627 -6.355 4.328 -0.12
N 2.807 -5.486 3.366 0.03
N 3.588 -4.644 2.882 0.03
C 3.267 -3.434 2.278 -0.28
C 4.265 -2.472 2.335 -0.05
C 4.165 -1.175 1.844 -0.03
C 2.957 -0.712 1.230 -0.40
O 2.727 0.426 0.794 -0.14
C 1.907 -1.789 1.002 -0.13
N 0.955 -1.493 0.110 0.08
C 0.126 -2.430 -0.290 -0.19
C 0.206 -3.760 0.142 -0.05
C 1.175 -4.098 1.044 -0.02
C 2.074 -3.114 1.517 -0.11
H -0.796 -3.036 4.936 0.09
H 1.506 -3.163 4.057 0.11
H 1.070 -7.386 3.616 0.11
H -1.234 -7.241 4.384 0.09
H 5.215 -2.748 2.792 0.11
H 5.009 -0.507 1.905 0.09
H -0.652 -2.084 -0.961 0.09
H -0.471 -4.485 -0.315 0.11
H 1.260 -5.168 1.289 0.12
C -3.105 -1.263 3.524 -0.11
C -2.359 -1.541 2.377 -0.06
C -2.403 -0.692 1.265 0.00
C -3.166 0.461 1.316 -0.18
C -3.941 0.722 2.440 -0.05
C -3.905 -0.133 3.524 -0.11
N -3.195 1.380 0.232 -0.01
N -3.951 2.534 0.397 0.08
C -3.894 3.118 -0.795 -0.28
C -4.549 4.314 -1.188 -0.05
C -4.402 4.743 -2.468 -0.12
C -3.606 4.022 -3.437 -0.11
C -2.954 2.846 -3.039 -0.04
C -3.136 2.393 -1.745 -0.13
H -3.049 -1.891 4.420 0.07
H -1.748 -2.440 2.316 0.09
H -1.879 -0.928 0.374 0.06
H -4.541 1.618 2.512 0.10
H -4.483 0.153 4.412 0.10
H -5.138 4.830 -0.461 0.09
H -4.942 5.659 -2.758 0.09
H -3.512 4.383 -4.460 0.08
H -2.343 2.249 -3.746 0.12
C -1.386 3.379 2.460 -0.05
C -0.541 4.449 1.773 -0.62
N 0.279 4.188 0.793 0.07
C 0.921 5.331 0.374 -0.35
C 0.563 6.459 1.038 -0.37
S -0.601 6.090 2.217 1.06
C 1.901 5.236 -0.688 -0.33
C 2.998 6.063 -0.831 -0.35
S 3.890 5.561 -2.198 1.04
C 2.728 4.317 -2.532 -0.62
N 1.797 4.248 -1.646 0.05
C 2.894 3.345 -3.687 -0.06
H -0.857 2.440 2.519 0.08
H -2.341 3.211 1.982 0.05
H -1.621 3.696 3.490 0.08
H 0.921 7.470 0.799 0.09
H 3.262 6.879 -0.181 0.07
H 2.833 3.936 -4.655 0.10
H 2.139 2.534 -3.687 0.05
H 3.861 2.880 -3.698 0.06
O -1.880 0.302 -1.398 -0.17
C -2.669 1.227 -1.047 -0.41
O 1.232 0.499 -3.846 -0.58
S 0.618 -0.859 -3.609 0.91
C 1.975 -2.072 -3.471 -0.31
C 2.497 -2.483 -4.873 -0.21
C 1.633 -1.726 -5.909 -0.23
C 0.244 -1.570 -5.246 -0.31
H 1.548 -2.946 -2.942 0.09
H 2.697 -1.650 -2.773 0.09
H 2.369 -3.547 -5.026 0.10
H 3.562 -2.265 -4.956 0.11
H 1.590 -2.237 -6.848 0.09
H 2.034 -0.697 -6.066 0.11
H -0.195 -2.563 -5.013 0.10
H -0.509 -0.973 -5.786 0.10


Record 3
92
Properties=species:S:1:pos:R:3:lowdin_charge:R:1 method="wB97M-V/def2-TZVPD" total_charge=+1 homo_energy_ev="-9.3 / -9.3" orbital_gap_ha="0.208 / 0.208"
Pt -0.254 0.149 0.072 0.93
C -4.121 0.093 -4.011 -0.06
N -3.348 0.460 -2.847 -0.11
C -2.263 -0.115 -2.324 -0.10
N -1.837 0.611 -1.297 -0.09
C -2.714 1.644 -1.248 -0.21
N -3.628 1.572 -2.174 0.14
C -3.548 0.793 -5.223 -0.20
C -4.214 1.830 -5.861 -0.02
C -3.614 2.500 -6.918 -0.04
C -2.341 2.159 -7.332 0.00
C -1.669 1.116 -6.697 -0.13
C -2.281 0.432 -5.652 0.02
C -0.320 0.775 -7.080 -0.28
N 0.369 1.215 -8.091 0.12
N 1.587 0.673 -8.012 0.12
C 1.608 -0.082 -6.953 -0.28
O 0.414 -0.066 -6.313 0.13
C 2.720 -0.811 -6.392 -0.13
C 3.993 -0.689 -6.944 0.00
C 5.055 -1.344 -6.350 -0.05
C 4.864 -2.088 -5.196 -0.03
C 3.597 -2.213 -4.639 -0.20
C 3.397 -3.017 -3.378 -0.07
N 2.303 -2.525 -2.581 -0.13
C 2.064 -1.293 -2.117 -0.11
N 0.918 -1.288 -1.459 0.01
C 0.489 -2.570 -1.541 -0.20
N 1.306 -3.330 -2.221 0.13
C 2.525 -1.591 -5.254 0.03
H -5.150 0.410 -3.831 0.14
H -4.079 -0.992 -4.127 0.14
H -1.824 -1.029 -2.670 0.13
H -2.664 2.447 -0.541 0.05
H -5.200 2.120 -5.532 0.12
H -4.137 3.306 -7.409 0.11
H -1.841 2.686 -8.128 0.12
H -1.761 -0.382 -5.170 0.12
H 4.121 -0.071 -7.818 0.12
H 6.043 -1.261 -6.777 0.11
H 5.703 -2.578 -4.723 0.12
H 4.317 -3.012 -2.784 0.14
H 3.151 -4.056 -3.619 0.14
H 2.704 -0.449 -2.279 0.15
H -0.411 -2.933 -1.088 0.11
H 1.528 -1.700 -4.856 0.12
Cl -1.404 -3.852 3.269 0.72
C 0.046 -2.940 3.186 -0.60
C 1.096 -3.235 4.046 -0.12
C 2.284 -2.539 3.984 -0.62
Cl 3.557 -2.934 5.080 0.71
C 2.457 -1.501 3.040 -0.17
C 3.629 -0.731 2.908 0.00
C 3.688 0.264 1.965 -0.03
C 2.562 0.512 1.171 -0.14
N 1.453 -0.187 1.280 -0.07
C 1.375 -1.202 2.165 -0.14
C 0.134 -1.939 2.192 -0.44
O -0.796 -1.703 1.358 -0.20
H 0.968 -4.021 4.775 0.11
H 4.471 -0.930 3.552 0.10
H 4.576 0.861 1.832 0.11
H 2.569 1.305 0.434 0.11
C -4.643 3.778 4.991 -0.09
C -3.862 2.535 5.402 -0.22
C -2.388 2.599 5.008 -0.16
N -2.178 2.445 3.576 0.06
C -1.063 2.752 2.914 -0.76
S -0.853 2.351 1.286 0.69
N -0.058 3.463 3.514 0.11
C -0.049 4.671 4.230 -0.41
O 0.973 4.994 4.780 0.13
C -1.262 5.517 4.192 -0.17
C -2.077 5.600 3.064 -0.03
C -3.106 6.522 3.024 -0.07
C -3.335 7.360 4.103 -0.06
C -2.527 7.285 5.228 -0.06
C -1.490 6.374 5.270 -0.01
H -5.688 3.662 5.266 0.08
H -4.583 3.949 3.919 0.07
H -4.255 4.659 5.498 0.07
H -4.330 1.643 4.980 0.11
H -3.892 2.440 6.489 0.12
H -1.837 1.807 5.532 0.14
H -1.993 3.566 5.322 0.10
H -2.838 1.855 3.085 0.15
H 0.876 3.189 3.227 0.15
H -1.881 4.985 2.199 0.10
H -3.709 6.608 2.133 0.11
H -4.125 8.092 4.056 0.11
H -2.686 7.959 6.055 0.11
H -0.836 6.321 6.127 0.13


Record 4
96
Properties=species:S:1:pos:R:3:lowdin_charge:R:1 method="wB97M-V/def2-TZVPD" de_lowest_ev=3.0816 total_charge=+2 homo_energy_ev="-9.1 / -9.1" orbital_gap_ha="0.076 / 0.077"
Ta 0.887 0.277 -1.117 1.57
Cl -3.550 1.018 -3.025 0.78
C -2.737 -0.504 -2.909 -0.54
C -3.419 -1.681 -3.310 -0.07
C -2.691 -2.843 -3.352 -0.60
Cl -3.404 -4.301 -3.853 0.79
C -1.315 -2.931 -3.023 -0.19
C -0.549 -4.095 -3.151 0.02
C 0.807 -4.069 -2.772 -0.01
C 1.318 -2.940 -2.181 -0.14
N 0.596 -1.852 -1.988 -0.08
C -0.718 -1.809 -2.460 -0.14
C -1.443 -0.571 -2.397 -0.33
O -0.812 0.569 -2.069 -0.27
H -4.458 -1.714 -3.477 0.11
H -0.956 -5.023 -3.536 0.10
H 1.454 -4.968 -2.829 0.13
H 2.331 -2.923 -1.788 0.10
F -0.166 -4.743 2.539 0.07
C -0.614 -3.482 2.912 -0.12
C -0.663 -2.519 1.947 0.10
C -0.950 -1.173 2.259 -0.04
C -0.604 -0.129 1.367 -0.11
O 0.026 -0.691 0.283 -0.28
C -0.722 1.275 1.718 0.00
C -1.406 1.529 2.925 0.10
N -1.717 0.535 3.762 0.05
C -2.693 0.939 4.762 -0.24
C -3.351 0.016 5.698 -0.09
C -2.281 0.957 6.219 -0.04
C -1.386 -0.833 3.603 -0.04
C -1.326 -1.847 4.577 0.05
C -1.011 -3.183 4.249 -0.12
N -1.126 -4.150 5.247 -0.09
C -2.364 -4.286 5.974 -0.14
C -2.137 -4.436 7.466 -0.10
N -0.860 -5.126 7.772 0.06
C -0.423 -6.054 6.671 -0.08
C -0.203 -5.302 5.371 -0.11
C 0.081 2.306 1.083 -0.42
O 0.171 3.438 1.470 0.19
O 0.853 1.798 0.008 -0.30
H -0.377 -2.865 0.973 0.14
H -1.608 2.572 3.170 0.18
H -3.383 1.780 4.470 0.18
H -3.179 -1.073 5.590 0.08
H -4.380 0.325 5.898 0.13
H -1.331 0.596 6.535 0.10
H -2.592 1.839 6.736 0.11
H -1.421 -1.595 5.625 0.11
H -2.953 -5.155 5.569 0.15
H -3.048 -3.426 5.855 0.13
H -2.969 -5.039 7.924 0.16
H -2.150 -3.451 7.977 0.15
H -0.968 -5.697 8.635 0.20
H -0.124 -4.449 7.977 0.19
H -1.250 -6.803 6.587 0.16
H 0.501 -6.565 6.947 0.15
H -0.368 -6.018 4.534 0.14
H 0.853 -4.985 5.294 0.15
Cl 3.112 -0.929 -0.019 0.70
C 4.323 -1.044 -1.362 -0.57
C 5.478 -1.773 -1.142 -0.10
C 6.455 -1.849 -2.175 -0.05
C 6.163 -1.299 -3.404 -0.10
C 4.950 -0.645 -3.658 -0.63
Cl 4.713 0.008 -5.291 0.69
C 3.979 -0.553 -2.637 -0.60
S 2.336 0.138 -3.059 0.61
H 5.638 -2.234 -0.162 0.11
H 7.418 -2.355 -1.962 0.13
H 6.842 -1.432 -4.280 0.13
N 4.260 2.364 -2.106 -0.03
N 3.191 2.188 -1.150 -0.16
H 4.582 3.338 -2.125 0.10
H 3.846 2.141 -2.996 0.01
H 2.551 2.993 -1.116 0.01
H 3.582 2.090 -0.224 0.06
S -2.497 4.531 -7.405 0.58
C -1.353 4.605 -6.178 -1.06
S -0.905 3.154 -5.334 0.91
C -0.126 4.116 -4.060 -1.15
N 0.015 5.385 -4.394 0.00
N -0.541 5.604 -5.630 -0.16
C -0.452 6.907 -6.150 -0.19
C 0.039 7.898 -5.248 -0.01
C 0.076 9.252 -5.630 -0.10
C -0.332 9.642 -6.877 -0.10
C -0.757 8.659 -7.788 -0.08
C -0.846 7.312 -7.443 -0.05
S 0.461 3.466 -2.641 0.55
H 0.383 7.587 -4.262 0.09
H 0.461 9.978 -4.921 0.10
H -0.392 10.709 -7.159 0.11
H -1.054 8.942 -8.792 0.10
H -1.320 6.636 -8.161 0.04


Calculated E (eV), listed in the same order as above: -230058.476 -161810.551 -103687.552 -159826.008